Entry P
This record from the OMol25 dataset describes the molecule C4H7NO. The level of theory is ωB97M-V with the def2-TZVPD basis set.

Cartesian coordinates (Å):
C  -1.0148  -1.1428  1.1616
N  -0.3310  0.9834  0.2532
C  -0.9442  -0.2857  -0.1038
C  0.7879  1.3679  -0.2010
C  1.6893  0.7132  -1.2076
O  2.8002  1.1506  -1.4021
H  -1.8033  -1.8965  1.0886
H  -1.2268  -0.4977  2.0188
H  -0.0644  -1.6524  1.3486
H  -0.4443  -0.8360  -0.9129
H  -1.9593  -0.0549  -0.4455
H  1.1968  2.3093  0.1770
H  1.3140  -0.1583  -1.7748

Values from the calculation:
Charge ... 0
Structure (SMILES) ... CC/N=C\C=O
LUMO ... -0.180 eV
HOMO-LUMO gap ... 9.4 eV
Highest occupied orbital energy ... -9.57 eV

Entry Q
This record from the OMol25 dataset describes a cluster of 2 separate species, C4H7NO in total. The level of theory is ωB97M-V with the def2-TZVPD basis set.

Cartesian coordinates (Å):
C  1.9258  0.2717  0.8682
O  1.3912  -0.7377  0.0339
C  -0.9474  0.3858  -1.1563
C  -1.8511  -0.2539  -0.4192
C  -1.8237  -0.2573  1.0159
N  -1.7547  -0.3222  2.1689
H  2.4646  0.9804  0.2292
H  1.1406  0.8146  1.4113
H  2.6369  -0.1287  1.6024
H  -0.1444  0.9734  -0.7295
H  -0.9927  0.3224  -2.2370
H  0.6581  -1.1602  0.5003
H  -2.6233  -0.8609  -0.8734

Values from the calculation:
Charge ... 0
Structure (SMILES) ... C=CC#N.CO
LUMO ... 0.431 eV
HOMO-LUMO gap ... 10.7 eV
Highest occupied orbital energy ... -10.27 eV

Least stable: entry Q

Entry P
This record from the OMol25 dataset describes a cluster of 2 separate species, C4H7NO in total. The level of theory is ωB97M-V with the def2-TZVPD basis set.

Cartesian coordinates (Å):
C  0.4999  0.2241  -1.6976
C  -0.6088  0.5508  -0.7411
N  -1.4083  -0.3415  -0.3172
C  0.2775  -1.0445  1.7945
C  0.5508  0.2226  1.6032
O  0.8120  1.3618  1.5374
H  0.0998  0.3394  -2.7095
H  0.8499  -0.8063  -1.5827
H  1.3438  0.9124  -1.5872
H  -0.6820  1.6022  -0.4404
H  -2.0897  0.0617  0.3300
H  -0.0679  -1.6974  1.0034
H  0.4229  -1.3853  2.8072

Values from the calculation:
Charge ... 0
Structure (SMILES) ... [H]/N=C/C.C=C=O
LUMO ... 0.946 eV
HOMO-LUMO gap ... 10.1 eV
Highest occupied orbital energy ... -9.15 eV

Entry Q
This record from the OMol25 dataset describes the molecule C4H7NO. The level of theory is ωB97M-V with the def2-TZVPD basis set.

Cartesian coordinates (Å):
O  1.5403  -1.8885  -0.1536
C  0.9125  -0.9248  -0.6304
N  1.2067  0.4429  0.3450
C  0.1854  1.0639  0.7583
C  -1.1137  0.3619  0.5017
C  -0.7477  -0.6050  -0.6425
H  1.2374  -0.5008  -1.6118
H  2.1504  0.6609  0.6480
H  0.2711  2.0405  1.2246
H  -1.3857  -0.1692  1.4285
H  -1.9171  1.0996  0.3472
H  -0.9900  -0.0630  -1.5739
H  -1.3497  -1.5184  -0.6412

Values from the calculation:
Charge ... 0
LUMO ... 0.373 eV
HOMO-LUMO gap ... 8.3 eV
Highest occupied orbital energy ... -7.90 eV

Least stable: entry Q

Entry P
This record from the OMol25 dataset describes a cluster of 2 separate species, C4H7NO in total. The level of theory is ωB97M-V with the def2-TZVPD basis set.

Cartesian coordinates (Å):
O  2.2427  1.2364  -1.2268
C  1.8090  0.1996  -0.8138
N  0.4612  0.0290  -0.4235
C  -0.5769  0.8763  -0.3563
C  -1.4616  -0.2665  0.0345
C  -0.1690  -1.0787  0.1267
H  2.3887  -0.7303  -0.6926
H  -0.0627  0.6943  2.0197
H  -0.5862  1.9519  -0.4465
H  -2.1184  -0.1783  0.9024
H  -2.0267  -0.5965  -0.8449
H  0.0390  -2.0797  -0.2451
H  0.0609  -0.0575  1.9660

Values from the calculation:
Charge ... 0
LUMO (spin up / spin down) ... -0.188 / -0.121 eV
HOMO-LUMO gap (spin up / spin down) ... 7.3 / 7.6 eV
Highest occupied orbital energy (spin up / spin down) ... -7.50 / -7.68 eV

Entry Q
This record from the OMol25 dataset describes a structure of composition C4H7NO. The level of theory is ωB97M-V with the def2-TZVPD basis set.

Cartesian coordinates (Å):
O  -2.7025  -0.4456  1.3387
C  -1.5271  -0.4681  1.0723
C  -0.7987  0.6865  0.4019
N  0.3863  0.2533  -0.2945
C  0.5723  -0.1333  -1.5753
C  1.6003  -0.1239  0.1914
H  -0.8848  -1.3447  1.3075
H  -0.4912  1.3984  1.1811
H  -1.4779  1.2020  -0.2837
H  1.3276  0.3647  -2.1677
H  -0.1271  -0.8130  -2.0713
H  1.9005  -1.1643  0.1575
H  2.2222  0.5878  0.7422

Values from the calculation:
Charge ... 0
LUMO ... 0.561 eV
HOMO-LUMO gap ... 8.8 eV
Highest occupied orbital energy ... -8.23 eV

Least stable: entry P

Entry P
This record from the OMol25 dataset describes a structure of composition C3H4NdO3. The level of theory is ωB97M-V with the def2-TZVPD basis set.

Cartesian coordinates (Å):
O  -1.2055  -0.6786  1.6812
C  -1.6112  -0.5543  0.5424
C  -0.9301  0.2225  -0.5212
H  -1.0810  -0.2907  -1.4820
H  -1.2199  1.2826  -0.5212
H  -2.6879  -0.2157  0.3402
Nd  1.1349  -0.9975  2.3775
O  0.4647  0.0473  -0.0810
C  1.3764  0.4756  -0.9643
O  2.5154  0.2929  -0.3743
H  3.2442  0.4158  -0.9974

Values from the calculation:
Charge ... +2
Spin multiplicity ... 5
LUMO (spin up / spin down) ... -9.047 / -8.942 eV
HOMO-LUMO gap (spin up / spin down) ... 8.2 / 8.4 eV
Highest occupied orbital energy (spin up / spin down) ... -17.29 / -17.30 eV

Entry Q
This record from the OMol25 dataset describes a structure of composition C3H4NdO3. The level of theory is ωB97M-V with the def2-TZVPD basis set.

Cartesian coordinates (Å):
C  -3.0379  0.2486  1.3020
C  -2.6643  -0.0151  -0.0304
O  -1.4328  0.2175  -0.4009
C  0.1293  0.7411  0.6015
O  -0.1588  0.7255  1.7922
O  1.0206  0.3050  -0.0709
H  -3.1235  -0.6430  1.9332
H  -3.3066  -0.4767  -0.7913
H  -3.9635  0.8324  1.3643
Nd  0.9229  -1.7629  -1.9614
H  -1.6435  0.5110  1.9226

Values from the calculation:
Charge ... +2
Spin multiplicity ... 5
LUMO (spin up / spin down) ... -9.868 / -9.745 eV
HOMO-LUMO gap (spin up / spin down) ... 6.7 / 6.8 eV
Highest occupied orbital energy (spin up / spin down) ... -16.57 / -16.57 eV

Least stable: entry Q

Entry P
This record from the OMol25 dataset describes the molecule C2H2N2OS2. The level of theory is ωB97M-V with the def2-TZVPD basis set.

Cartesian coordinates (Å):
C  -1.7557  -0.2109  -0.0399
C  1.3387  -0.2182  -0.1147
H  1.1756  1.6433  0.7402
H  2.4002  -0.0926  -0.2413
N  0.6359  0.8650  0.3770
N  0.8206  -1.3512  -0.4039
O  -2.9583  -0.2355  0.0193
S  -0.8673  1.3061  -0.3238
S  -0.7897  -1.7060  -0.0130

Values from the calculation:
Charge ... 0
Structure (SMILES) ... O=C1SN=CNS1
LUMO ... 0.105 eV
HOMO-LUMO gap ... 9.2 eV
Highest occupied orbital energy ... -9.06 eV

Entry Q
This record from the OMol25 dataset describes the molecule C2H2N2OS2. The level of theory is ωB97M-V with the def2-TZVPD basis set.

Cartesian coordinates (Å):
C  -0.3494  -0.4735  0.7744
C  -1.3275  0.3619  0.1100
N  0.8100  0.3710  -1.3744
N  0.8530  -0.6297  0.3723
O  -2.4676  0.5642  0.4309
S  2.1651  -1.3950  0.6070
S  -0.5946  1.1854  -1.3006
H  -0.7011  -0.9726  1.6665
H  1.6122  0.9882  -1.2860

Values from the calculation:
Charge ... 0
LUMO (spin up / spin down) ... -1.627 / -1.477 eV
HOMO-LUMO gap (spin up / spin down) ... 7.1 / 7.2 eV
Highest occupied orbital energy (spin up / spin down) ... -8.76 / -8.69 eV

Entry R
This record from the OMol25 dataset describes the molecule C2H2N2OS2. The level of theory is ωB97M-V with the def2-TZVPD basis set.

Cartesian coordinates (Å):
C  -1.8572  0.0506  -0.1193
C  1.2644  -0.4269  -0.3391
H  1.6786  1.2273  1.0584
H  2.4129  -0.4894  -0.3478
N  0.9402  0.7260  0.3126
N  0.4028  -1.4367  -0.6032
O  -3.0627  0.3098  -0.2738
S  -0.6376  1.5692  -0.0317
S  -1.1414  -1.5299  0.3439

Values from the calculation:
Charge ... 0
Structure (SMILES) ... O=C1SN=CNS1
LUMO ... -0.232 eV
HOMO-LUMO gap ... 8.8 eV
Highest occupied orbital energy ... -9.08 eV

Entry S
This record from the OMol25 dataset describes a cluster of 2 separate species, C2H2N2OS2 in total. The level of theory is ωB97M-V with the def2-TZVPD basis set.

Cartesian coordinates (Å):
C  0.6844  1.1727  0.6082
C  0.6975  1.2250  -0.8010
N  -0.4287  -0.6669  0.3518
N  0.0645  0.1830  1.1545
O  1.0495  2.0114  -1.6265
S  -2.0443  -2.6325  0.3318
S  -0.3112  -0.2927  -1.2493
H  1.0475  1.9270  1.1807
H  -0.7592  -2.9269  0.0498

Values from the calculation:
Charge ... 0
LUMO (spin up / spin down) ... -3.818 / -3.816 eV
HOMO-LUMO gap (spin up / spin down) ... 5.1 / 5.1 eV
Highest occupied orbital energy (spin up / spin down) ... -8.93 / -8.88 eV

Least stable: entry S

Entry P
This record from the OMol25 dataset describes a cluster of 2 separate species, C4H12S in total. The level of theory is ωB97M-V with the def2-TZVPD basis set.

Cartesian coordinates (Å):
C  0.6848  -0.1121  3.0317
C  1.5767  -0.4411  1.8371
H  0.6673  0.9830  3.1069
H  -0.3846  -0.3261  2.9563
H  1.0205  -0.5225  3.9621
H  1.1851  -1.2578  1.2344
H  1.7749  0.3761  1.1444
H  2.5554  -0.7434  2.1884
C  0.0400  1.1693  -2.4134
C  -2.0251  -0.7249  -1.8827
S  -0.2212  -0.5282  -1.8331
H  -0.7847  1.7645  -2.0303
H  0.9723  1.5364  -2.1039
H  0.0878  1.1691  -3.5029
H  -2.5049  0.1180  -2.3788
H  -2.3215  -0.8650  -0.8533
H  -2.3229  -1.5952  -2.4629

Values from the calculation:
Charge ... 0
Structure (SMILES) ... CSC.CC
LUMO ... 1.021 eV
HOMO-LUMO gap ... 9.4 eV
Highest occupied orbital energy ... -8.40 eV

Entry Q
This record from the OMol25 dataset describes a cluster of 2 separate species, C4H12S in total. The level of theory is ωB97M-V with the def2-TZVPD basis set.

Cartesian coordinates (Å):
C  -1.1642  -2.3788  -0.7518
C  -0.0830  -1.6491  1.7404
S  0.3899  -2.4585  0.1966
H  -1.4729  -1.3402  -0.8682
H  -1.0031  -2.7244  -1.7733
H  -1.8982  -3.0406  -0.3021
H  -0.7528  -0.7973  1.5802
H  0.8114  -1.3896  2.2933
H  -0.7263  -2.2790  2.3610
C  0.3536  1.5730  -0.5062
C  1.0800  2.9238  -0.5910
H  0.7185  0.8923  -1.2783
H  0.6023  1.1353  0.4570
H  -0.7071  1.6957  -0.6903
H  1.4201  3.2757  0.3831
H  0.4494  3.6840  -1.0472
H  1.9823  2.8776  -1.2032

Values from the calculation:
Charge ... 0
Structure (SMILES) ... CSC.CC
LUMO ... 1.001 eV
HOMO-LUMO gap ... 9.5 eV
Highest occupied orbital energy ... -8.48 eV

Least stable: entry P

Entry P
This record from the OMol25 dataset describes the molecule C2H8N4O. The level of theory is ωB97M-V with the def2-TZVPD basis set.

Cartesian coordinates (Å):
C  0.4423  -0.0198  -0.6728
C  1.7170  -0.2222  0.0347
N  -1.4356  -1.8550  -0.6626
N  -1.8467  -0.8276  -0.0389
N  -1.1627  1.3021  0.7124
N  -0.8073  0.0846  0.1427
O  2.1759  1.0501  0.2770
H  0.4807  0.9407  -1.1016
H  0.1803  -0.8757  -1.4240
H  2.5029  -0.6846  -0.5054
H  1.7073  -0.8533  0.9742
H  -2.3111  -2.3751  -0.6968
H  -1.3994  1.2868  1.6520
H  -1.9714  1.6562  0.2841
H  1.7280  1.3927  1.0251

Values from the calculation:
Charge ... 0
Structure (SMILES) ... [H]/N=N/N(N)CCO
LUMO ... 0.981 eV
HOMO-LUMO gap ... 10.2 eV
Highest occupied orbital energy ... -9.18 eV

Entry Q
This record from the OMol25 dataset describes the molecule C2H8N4O. The level of theory is ωB97M-V with the def2-TZVPD basis set.

Cartesian coordinates (Å):
N  -0.2950  -0.1263  0.4968
N  -1.1856  0.0872  -0.5023
C  0.9884  0.4643  0.2728
N  -2.4858  0.0012  -0.0223
N  2.0292  -0.2551  0.8364
C  1.1309  1.5689  -0.4649
O  -0.2547  -1.4836  0.7663
H  -0.2644  -1.8344  -0.3235
H  -0.9306  -0.9730  -1.1502
H  -2.7552  -0.9276  0.2916
H  -3.1179  0.4003  -0.7012
H  2.9395  0.1674  0.7574
H  1.7829  -1.0497  1.4068
H  2.1108  1.9784  -0.6472
H  0.3074  1.9819  -1.0164

Values from the calculation:
Charge ... 0
Structure (SMILES) ... C=C(N)N(O)NN
LUMO ... 0.575 eV
HOMO-LUMO gap ... 8.4 eV
Highest occupied orbital energy ... -7.84 eV

Least stable: entry Q

Entry P
This record from the OMol25 dataset describes a cluster of 2 separate species, C2H8N4O in total. The level of theory is ωB97M-V with the def2-TZVPD basis set.

Cartesian coordinates (Å):
C  1.1657  -0.3319  0.0126
N  0.9297  -1.0611  -1.1086
C  0.7822  1.1193  -0.1535
N  1.6196  -0.8653  1.0745
O  0.6311  1.6316  -1.2408
H  1.3667  -1.9644  -1.1844
H  0.8144  -0.5093  -1.9475
H  1.7046  -0.2166  1.8520
H  0.9116  1.7231  0.7660
N  -1.2451  0.6429  0.5564
N  -1.9311  -0.2847  -0.2726
H  -1.1228  0.3323  1.5209
H  -1.7372  1.5315  0.5304
H  -2.6414  -0.8054  0.2401
H  -1.2480  -0.9421  -0.6455

Values from the calculation:
Charge ... 0
Structure (SMILES) ... [H]/N=C(/N)C=O.NN
LUMO ... 0.872 eV
HOMO-LUMO gap ... 10.3 eV
Highest occupied orbital energy ... -9.42 eV

Entry Q
This record from the OMol25 dataset describes a cluster of 2 separate species, C2H8N4O in total. The level of theory is ωB97M-V with the def2-TZVPD basis set.

Cartesian coordinates (Å):
C  0.8989  -1.1049  -0.6842
C  0.7855  2.0275  0.3708
N  0.6544  0.5898  0.3892
N  -2.4087  -0.7101  -0.1758
O  1.8204  -2.0142  -0.3172
N  -0.3852  -1.4534  -0.4862
N  -1.1866  -0.4201  -0.6006
H  1.4663  -2.5078  0.4383
H  0.2405  0.2732  1.2693
H  1.2075  -0.5279  -1.5463
H  -2.5470  -1.5050  0.4440
H  -3.0516  0.0636  -0.1951
H  -0.1531  2.5580  0.5990
H  1.1328  2.3562  -0.6113
H  1.5258  2.3753  1.1062

Values from the calculation:
Charge ... 0
LUMO ... 0.154 eV
HOMO-LUMO gap ... 7.1 eV
Highest occupied orbital energy ... -6.95 eV

Entry R
This record from the OMol25 dataset describes the molecule C2H8N4O. The level of theory is ωB97M-V with the def2-TZVPD basis set.

Cartesian coordinates (Å):
C  2.4783  -0.0483  -0.0142
C  0.0270  0.1205  -0.0296
H  2.7598  0.6638  0.8467
H  2.6356  0.5733  -0.9620
H  3.2903  -0.8796  0.0448
H  1.0239  -1.6493  0.0130
H  -1.9056  -0.0605  -0.2311
H  -1.8343  -2.0559  1.0875
H  -1.5766  -2.6354  -0.5648
H  -1.1771  2.8093  0.4611
N  1.1279  -0.6717  -0.0493
N  -1.1371  -0.6172  -0.3475
N  -1.2246  -1.9748  0.2168
N  0.0696  1.3986  0.2131
O  -1.2623  1.9821  -0.0830

Values from the calculation:
Charge ... 0
Structure (SMILES) ... CN/C(=N/O)NN
LUMO ... 0.914 eV
HOMO-LUMO gap ... 9.0 eV
Highest occupied orbital energy ... -8.13 eV

Entry S
This record from the OMol25 dataset describes a cluster of 2 separate species, C2H8N4O in total. The level of theory is ωB97M-V with the def2-TZVPD basis set.

Cartesian coordinates (Å):
C  1.4315  0.0561  -0.2032
C  -3.1761  -0.7019  0.1478
N  2.7673  -0.2245  0.0194
N  1.0427  1.3093  -0.0245
N  -1.8260  0.1875  0.1395
N  0.6018  -0.8796  -0.2415
O  -1.8605  1.4069  0.0214
H  -3.9389  0.0687  0.4567
H  -3.1157  -1.7749  0.2796
H  3.2853  0.3657  -0.5661
H  3.0696  -1.1945  -0.0652
H  1.6309  1.8799  0.5841
H  0.0281  1.4882  0.1404
H  -0.8741  -0.1769  -0.1222
H  0.9340  -1.8100  -0.5662

Values from the calculation:
Charge ... 0
Structure (SMILES) ... C=[NH+][O-].N=C(N)N
LUMO (spin up / spin down) ... 0.719 / 0.650 eV
HOMO-LUMO gap (spin up / spin down) ... 9.1 / 8.7 eV
Highest occupied orbital energy (spin up / spin down) ... -8.34 / -8.02 eV

Least stable: entry Q